# 1
Molecular formula: C4H13NOS
Method: DFT, the ωB97M-V functional and the def2-TZVPD basis

The geometry in XYZ format:
```
20
C4H13NOS, DFT the ωB97M-V functional and the def2-TZVPD basis
C -0.290 1.328 0.083
C 0.817 0.639 -0.666
S 2.391 0.774 0.167
C -0.804 0.247 1.005
N -1.253 -0.890 0.343
C -1.589 -1.944 1.254
H 0.146 2.187 0.597
H -0.977 1.761 -0.653
H 1.068 0.834 -1.710
H 0.651 -0.465 -0.597
H 2.228 -1.919 0.668
H 0.174 -0.010 1.523
H -1.400 0.652 1.835
H 1.539 -2.200 0.766
H -0.853 -1.979 2.078
H -1.572 -2.898 0.736
H -2.529 -1.806 1.809
H -1.686 -0.837 -2.756
H -1.580 -0.411 -1.167
O -1.668 -0.104 -2.123
```

## Properties
charge: 0
ΔE to the lowest compared entry with this formula, charge and spin: 6.2579 eV
LUMO energy: -3.354 eV
DFT total energy: -688.15874 hartree
spin multiplicity: 1

Löwdin population analysis, charges in e, atoms 1 to 6: number 1, C, carries -0.2789; number 2, C, carries -0.6892; number 3, S, carries 0.6315; number 4, C, carries -0.3171; number 5, N, carries -0.0347; number 6, C, carries -0.1227



# 2
Molecular formula: C10H38NO7
Method: DFT, the ωB97M-V functional and the def2-TZVPD basis

The geometry in XYZ format:
```
56
C10H38NO7, DFT the ωB97M-V functional and the def2-TZVPD basis
N -0.298 0.275 -1.018
H -1.092 0.850 -0.774
H -0.074 -0.281 -0.205
H 0.471 0.754 -1.465
H -0.603 -0.339 -1.759
C 0.738 4.206 -0.036
O 0.402 5.579 -0.316
H 1.713 4.011 -0.483
H 0.839 4.025 1.034
H 0.104 3.442 -0.484
H 1.200 6.113 -0.313
C 2.497 -3.083 0.843
C 2.221 -1.612 1.098
C 2.811 -0.601 0.074
O 0.827 -1.494 0.896
H 2.078 -3.682 1.651
H 3.576 -3.198 0.942
H 2.235 -3.468 -0.142
H 2.522 -1.326 2.106
H 2.934 -0.962 -0.947
H 3.799 -0.351 0.461
H 2.234 0.314 -0.059
H 0.450 -2.187 1.443
C -0.551 -2.515 -4.010
C -1.309 -2.877 -2.756
C -0.366 -3.358 -1.632
O -1.953 -1.616 -2.324
H 0.190 -1.722 -3.912
H -1.237 -2.191 -4.792
H -0.027 -3.409 -4.350
H -2.118 -3.576 -2.962
H 0.331 -2.560 -1.379
H 0.136 -4.253 -2.000
H -0.941 -3.646 -0.752
H -2.619 -1.331 -2.954
C -0.826 1.126 2.830
C -0.969 0.425 4.190
C -0.551 1.393 5.267
O -2.236 -0.185 4.314
H 0.146 1.606 2.715
H -1.650 1.836 2.767
H -0.814 0.403 2.015
H -0.280 -0.420 4.204
H -1.337 2.127 5.444
H 0.430 1.827 5.073
H -0.430 0.720 6.116
H -2.871 0.484 4.580
O -2.117 2.225 -0.101
H -2.772 2.181 0.596
H -2.455 2.885 -0.706
O 1.630 1.126 -2.730
H 2.209 1.863 -2.536
H 2.098 0.621 -3.395
O -2.427 1.298 -3.298
H -2.982 0.525 -3.196
H -2.914 2.002 -2.870
```

## Properties
charge: 0
LUMO energy (spin up / spin down): 0.219 / 0.080 eV
DFT total energy: -985.06114 hartree
spin multiplicity: 2

Löwdin population analysis, charges in e, atoms 1 to 6: number 1, N, carries 0.2833; number 2, H, carries 0.0551; number 3, H, carries 0.0681; number 4, H, carries 0.0471; number 5, H, carries 0.0703; number 6, C, carries -0.1885